A structure of composition C30H25FLaN4O2S2, computed with wB97M-V/def2-TZVPD.

The geometry in XYZ format:
```
65
Properties=species:S:1:pos:R:3:forces:R:3:mulliken_charge:R:1
La -1.63828 0.53528 -0.23499 0.083 -0.225 -0.092 1.2215
C 2.38944 1.68559 -3.10503 -0.034 -0.015 0.018 -1.5581
C 2.08943 0.22847 -2.74171 0.013 0.033 0.016 0.3943
C 0.69761 -0.18421 -3.21411 0.054 -0.051 -0.010 -1.0454
C 2.35924 -0.10370 -1.28025 0.000 -0.056 -0.038 1.0417
C 3.37425 -1.01867 -1.01458 -0.039 -0.012 0.004 -1.1579
C 3.71007 -1.37783 0.28106 -0.020 0.017 0.008 -1.4929
C 3.02342 -0.80913 1.33719 -0.001 -0.012 -0.017 -0.5299
C 2.00139 0.11311 1.12250 0.027 -0.030 0.047 0.9587
C 1.30662 0.71032 2.33384 -0.009 0.000 0.029 1.3643
C 0.60330 -0.36291 3.17203 0.047 0.027 -0.002 -1.2956
C 2.27894 1.51233 3.20468 -0.006 -0.013 -0.007 -1.7120
C 1.65484 0.46514 -0.19829 0.029 0.134 0.022 -0.0883
N 0.58327 1.37178 -0.43735 0.567 0.577 0.009 0.0170
C 0.84377 2.71409 -0.28733 0.307 -0.097 -0.116 -0.1117
C 2.09116 3.28517 0.02324 -0.013 0.013 0.063 -0.3856
C 2.25950 4.66013 0.12635 -0.020 -0.018 -0.006 -1.0261
C 1.20306 5.53373 -0.08641 0.018 -0.039 0.008 -0.4980
C -0.04172 5.00350 -0.41495 -0.026 0.096 0.018 -0.7337
C -0.17785 3.64545 -0.50422 0.129 0.132 -0.001 0.9364
F -1.40789 3.13729 -0.85353 -0.079 -0.164 -0.126 -0.2296
H 2.35479 1.81018 -4.19097 0.001 -0.005 0.030 0.4963
H 3.38060 1.98552 -2.75803 -0.025 -0.006 -0.003 0.3201
H 1.65923 2.36432 -2.66519 0.019 -0.006 -0.013 0.2229
H 2.79665 -0.38718 -3.30449 0.045 -0.010 -0.021 0.5557
H -0.05881 0.43683 -2.73906 -0.094 0.072 -0.048 -0.1367
H 0.48384 -1.22646 -2.98222 -0.007 0.010 -0.003 0.2533
H 0.59899 -0.05446 -4.29440 0.006 0.002 0.033 0.4412
H 3.91054 -1.46041 -1.84797 -0.012 0.018 0.010 0.3674
H 4.50142 -2.09591 0.46201 -0.021 0.018 -0.002 0.3774
H 3.28157 -1.08390 2.35407 -0.010 0.008 -0.020 0.3330
H 0.54815 1.41054 1.98513 -0.037 0.014 -0.037 -0.4533
H 1.33509 -1.02445 3.64594 -0.022 0.005 -0.020 0.3414
H -0.06734 -0.97578 2.56833 -0.002 0.001 0.008 0.1622
H 0.00409 0.10696 3.95421 0.024 -0.016 -0.018 0.4219
H 3.06117 0.86639 3.61318 -0.011 0.021 0.000 0.3313
H 1.74138 1.96323 4.04203 0.019 -0.014 -0.020 0.4607
H 2.75488 2.31313 2.63630 -0.008 -0.027 0.015 0.3395
H 2.93267 2.62060 0.17787 -0.002 0.030 -0.007 0.6317
H 3.23860 5.05311 0.37490 -0.010 -0.021 -0.004 0.4166
H 1.33484 6.60413 -0.00013 -0.002 -0.032 -0.003 0.3783
H -0.90464 5.63242 -0.59474 0.013 -0.034 0.004 0.4675
S -4.35206 1.04374 -0.53129 -0.635 0.305 0.012 -0.4909
C -4.77729 1.14426 1.16908 -0.323 -0.007 -0.143 0.4861
C -6.18697 0.95410 1.43311 0.211 -0.016 -0.023 -0.2519
N -7.31458 0.80197 1.60857 0.036 0.003 -0.013 -0.5065
C -3.95725 1.41228 2.21577 0.030 0.066 0.353 0.7966
S -2.23291 1.73382 2.15447 -0.319 0.289 0.684 -0.5581
C -4.52877 1.48441 3.54188 0.085 -0.042 -0.202 -0.2515
N -4.94642 1.54985 4.61278 0.011 0.003 -0.022 -0.5381
O -1.82080 -1.72274 0.96705 0.060 -0.098 -0.063 -0.8430
C -1.87241 -2.33356 -0.11523 -0.052 -0.122 0.041 0.8864
N -1.82304 -1.69251 -1.30505 -0.056 -0.848 -0.421 0.0037
C -1.87718 -2.64110 -2.32349 0.242 -0.080 0.151 -0.2145
O -1.81926 -2.42527 -3.50907 -0.103 0.031 -0.057 -0.6540
C -1.95716 -4.00856 -1.67734 -0.115 0.102 -0.046 0.1253
C -2.01587 -5.27206 -2.22018 -0.039 -0.089 -0.038 -0.3873
C -2.09423 -6.34769 -1.33486 0.010 0.053 -0.026 -0.4373
C -2.11005 -6.14655 0.04282 0.003 0.036 -0.003 -0.4827
C -2.04725 -4.86167 0.57968 0.003 -0.032 0.071 -0.4764
C -1.97249 -3.81276 -0.31031 0.049 0.113 0.060 0.2440
H -2.00910 -5.41709 -3.29339 0.009 0.000 0.029 0.4780
H -2.14616 -7.35676 -1.72451 0.003 0.003 0.013 0.3843
H -2.17206 -7.00074 0.70564 -0.003 0.009 -0.021 0.3975
H -2.05795 -4.68911 1.64894 0.000 -0.007 -0.041 0.4934
```
Positions in Å, forces in eV/Å.

- E_HOMO: -4.88 eV
- Net charge: -1
- ΔE to the lowest compared entry with this formula, charge and spin: 0.00 kcal/mol
- Frontier orbital gap: 6.739 eV
- Electronic energy: -2455.79384 Eh

***

A structure of composition C41H34F4HgN6OS3 at a distorted geometry, computed with wB97M-V/def2-TZVPD.

The geometry in XYZ format:
```
90
Properties=species:S:1:pos:R:3:forces:R:3:lowdin_spin:R:1
Hg 1.22962 -0.38126 1.21199 -0.568 -0.933 -0.021 0.0030
C -1.40024 -0.61946 4.25115 -0.069 0.598 0.512 0.0012
N -0.22500 0.08255 3.72581 -0.429 0.345 0.512 0.0009
C 0.88963 -0.10348 4.67662 -0.577 0.179 -0.059 0.0001
C -0.54478 1.53004 3.56021 0.535 -0.047 0.553 0.0004
C 0.22709 2.18144 2.38783 -0.704 0.533 -0.224 0.0001
N 1.53016 1.59954 2.09454 0.432 -0.177 -0.447 0.0017
C 2.71979 2.23139 2.14562 0.304 0.014 -0.140 0.0002
C 3.88353 1.78022 1.40794 0.440 0.041 0.175 0.0000
F 3.83057 0.64797 0.62168 -0.231 1.009 0.670 0.0000
C 5.12580 2.43183 1.48359 -0.953 0.400 0.950 0.0000
F 6.18130 1.93817 0.81308 -0.212 -0.072 -0.040 0.0000
C 5.32020 3.58523 2.26912 -0.948 -0.081 -0.080 0.0000
C 4.18311 4.08063 2.94486 0.501 -0.337 -0.593 0.0000
F 4.24480 5.28911 3.58392 0.063 -0.905 -0.191 0.0000
C 2.97542 3.39811 2.93198 0.083 0.372 -0.383 0.0001
F 1.94192 3.94738 3.62951 0.376 -0.083 0.031 0.0000
H -2.22228 -0.51186 3.55430 -0.157 -0.164 -0.221 0.0005
H -1.73637 -0.16433 5.22954 0.282 -0.373 -0.572 0.0003
H -1.19594 -1.67857 4.41736 0.090 0.088 -0.115 0.0008
H 0.56527 0.17402 5.71155 0.235 -0.238 -0.460 0.0000
H 1.70579 0.53731 4.38333 0.304 0.202 -0.042 0.0000
H 1.25035 -1.13786 4.63965 -0.230 0.144 0.114 0.0000
H -0.31130 2.08179 4.51987 -0.158 -0.481 -0.692 0.0000
H -1.62620 1.68868 3.36323 0.574 -0.354 0.130 0.0005
H 0.20995 3.26761 2.59379 0.367 -0.493 -0.243 0.0001
H -0.40268 2.06983 1.47495 0.341 -0.120 0.379 0.0001
H 6.28791 4.07527 2.33149 -0.275 -0.081 -0.079 0.0000
S 2.57301 -2.54490 2.32595 -0.089 0.192 0.032 0.0003
C 2.93752 -2.97854 0.72715 -0.102 0.774 -1.965 0.0000
N 2.55755 -2.20605 -0.31339 0.396 -1.370 1.570 -0.0006
C 2.82912 -2.79836 -1.52418 0.308 -0.881 -0.043 0.0000
C 2.48698 -2.26989 -2.78210 0.456 -0.513 -0.204 0.0000
C 2.81882 -3.03422 -3.91215 -0.505 0.527 0.034 0.0000
C 3.44458 -4.28921 -3.83851 -0.257 0.731 -0.139 0.0000
C 3.83320 -4.77438 -2.61002 0.501 -0.878 0.813 0.0000
C 3.49668 -4.07201 -1.43817 0.011 0.748 -1.193 0.0000
S 3.83595 -4.48432 0.21160 -0.951 1.218 0.359 0.0001
H 1.98608 -1.28903 -2.85488 0.305 -0.694 0.084 0.0000
H 2.55523 -2.62621 -4.88865 0.022 -0.171 0.161 0.0000
H 3.61210 -4.87638 -4.74136 0.109 0.256 0.211 0.0000
H 4.42681 -5.71872 -2.58605 -0.692 0.765 0.249 0.0000
O 1.01051 0.79381 -1.09909 -0.156 1.292 -1.572 -0.0009
S 0.43399 1.82236 -2.07280 -0.589 -1.224 1.616 0.0011
C 1.43443 1.94551 -3.52157 0.310 0.386 0.010 0.0000
C 0.85733 2.58864 -4.62023 0.993 0.151 0.053 0.0000
C 1.68532 2.87960 -5.71284 -0.530 -0.090 -0.084 0.0000
C 3.00614 2.42943 -5.77403 -0.168 -0.247 0.999 0.0000
C 3.52746 1.75540 -4.65543 0.452 -0.480 -0.078 0.0000
C 2.75829 1.53127 -3.51014 0.393 -0.040 -0.032 0.0000
C 0.70559 3.43972 -1.32870 0.105 -0.509 -0.548 0.0001
C 1.98440 3.87981 -1.03280 0.479 -0.125 -0.090 0.0000
C 2.12115 5.07423 -0.32670 0.390 -0.123 0.367 0.0000
C 0.98053 5.81867 0.01283 -0.147 0.090 0.201 0.0000
C -0.30173 5.37578 -0.36606 0.292 0.193 0.001 0.0000
C -0.44048 4.15635 -1.02835 0.635 0.573 0.127 0.0000
H -0.17403 2.93647 -4.57593 0.205 -0.131 -0.073 0.0000
H 1.25265 3.45850 -6.52736 0.186 -0.209 0.017 0.0000
H 3.61950 2.60662 -6.65258 -0.106 0.005 0.160 0.0000
H 4.55091 1.33748 -4.63638 -0.593 0.508 -0.261 0.0000
H 3.20743 1.05885 -2.61063 -0.527 0.251 -0.703 0.0000
H 2.85320 3.27691 -1.38307 -0.667 0.579 0.588 0.0000
H 3.13268 5.37150 0.02012 -0.846 -0.017 -0.359 0.0000
H 1.10607 6.74640 0.60569 -0.180 -0.666 -0.526 0.0000
H -1.20241 5.96886 -0.17801 0.467 -0.138 0.135 0.0000
H -1.39283 3.78958 -1.36475 -0.330 -0.103 0.115 0.0000
N -5.24597 -4.34982 0.58133 0.494 -0.429 0.404 0.0399
C -6.60205 -4.43709 0.25721 0.422 1.238 0.080 0.0067
C -7.53547 -5.44249 0.38349 -0.134 -0.265 0.163 0.0126
C -8.84201 -5.11782 0.02710 -0.869 0.550 -0.388 0.0402
C -9.18825 -3.83479 -0.49867 -0.468 -1.236 0.195 0.0044
C -8.25368 -2.84358 -0.65339 0.806 0.987 0.234 0.0338
C -6.95308 -3.11933 -0.20974 1.392 -0.802 0.070 -0.0056
N -5.82544 -2.32248 -0.18365 -0.622 0.222 0.062 0.0944
C -4.82366 -3.03466 0.32621 1.341 0.681 -0.217 0.0767
C -3.44706 -2.47228 0.46997 -3.302 -0.756 -0.236 0.1874
C -2.33471 -3.17472 0.92936 2.954 -0.064 0.084 0.0886
C -1.04664 -2.60053 0.82126 -2.611 -1.514 0.401 0.0627
N -0.87862 -1.34685 0.40803 3.043 1.265 0.099 0.1865
C -1.91735 -0.59214 0.01568 -3.015 -0.953 0.110 0.0671
C -3.22489 -1.13544 0.04945 1.737 1.909 -0.534 0.0688
H -4.67848 -5.08533 1.03119 -0.699 0.893 -0.567 0.0013
H -7.27540 -6.43566 0.77031 -0.150 0.416 -0.153 -0.0002
H -9.63986 -5.85383 0.17471 0.331 0.239 -0.173 0.0029
H -10.21483 -3.62086 -0.81062 0.251 -0.292 0.221 -0.0007
H -8.49247 -1.82639 -1.02658 0.110 -0.865 0.223 0.0016
H -2.35104 -4.17473 1.34387 -0.297 -0.129 -0.162 0.0075
H -0.17807 -3.21698 1.04695 -0.009 0.393 0.165 0.0032
H -1.75337 0.43041 -0.36335 0.111 -0.627 0.360 0.0042
H -4.04475 -0.49349 -0.28507 0.190 -0.477 0.106 0.0060
```
Positions in Å, forces in eV/Å.

- Multiplicity: 2
- E_HOMO (spin up / spin down): -1.74 / -5.14 eV
- Net charge: -1
- ΔE to the lowest compared entry with this formula, charge and spin: 0.00 kcal/mol
- ⟨S²⟩: 0.77
- Frontier orbital gap (spin up / spin down): 3.650 / 7.048 eV
- Electronic energy: -3733.98646 Eh

***

A cluster of 2 separate species, C2H7BO3 in total at a distorted geometry, computed with wB97M-V/def2-TZVPD.

The geometry in XYZ format:
```
13
Properties=species:S:1:pos:R:3:forces:R:3:mulliken_charge:R:1
B -0.14934 1.14516 0.04389 0.102 0.661 1.275 0.4503
C 0.79947 -1.66801 -0.01910 -2.608 0.344 -2.155 -0.2930
C -1.42292 0.59133 -0.56860 0.499 -4.883 -2.382 -0.2820
O 1.01094 1.10976 -0.66640 -2.807 -0.752 -2.584 -0.5994
O -0.03892 1.68033 1.30904 -1.032 0.822 0.532 -0.5592
O -0.46406 -1.33081 0.50232 -0.993 1.499 -0.736 -0.4940
H 0.67817 -2.41287 -0.91823 0.571 1.645 1.201 0.1733
H 1.36227 -2.14001 0.71888 1.020 -0.864 1.575 0.3078
H 1.20235 -0.65987 -0.19142 1.071 -1.217 -0.907 0.1264
H -2.42613 0.39061 -0.26030 -0.402 0.630 1.088 0.3535
H -1.41102 -0.02542 -1.57165 0.608 1.754 1.643 0.2118
H 1.71328 1.31442 -0.13528 3.016 1.120 2.087 0.3088
H -0.85409 2.00539 1.75686 0.956 -0.759 -0.638 0.2958
```
Positions in Å, forces in eV/Å.

- E_HOMO (spin up / spin down): -9.26 / -9.26 eV
- Net charge: 0
- ΔE to the lowest compared entry with this formula, charge and spin: 137.57 kcal/mol
- Frontier orbital gap (spin up / spin down): 7.639 / 7.638 eV
- Electronic energy: -330.89899 Eh